# CH5OPS

A 2-piece molecular cluster, CH5OPS overall (ωB97M-V/def2-TZVPD, the OMol25 dataset).

Structure (ORCA input):
```
! RIJCOSX wB97M-V def2-TZVPD def2/J DEFGRID3
* xyz 0 1
C 0.71360 -1.40882 0.84503
O -0.89832 2.32119 -0.40503
P -0.82960 1.30250 -1.72216
S 1.05683 -1.47024 -0.90868
H 1.61348 -1.07610 1.49576
H 0.45173 -2.52828 1.09375
H 0.00715 -0.67032 0.96213
H -0.91919 3.27560 -0.59490
H -1.19567 0.25447 -0.76591
*
```

Relative energy (zero: lowest compared OMol25 entry of this formula, charge and spin), kJ/mol: 340.35
HOMO (spin up / spin down), eV: -8.909 / -8.084
DFT total energy, eV: -23286.7103
LUMO level (spin up / spin down), Ha: -0.024 / -0.059
Maximum force, eV/A: 4.405
Kohn-Sham gap (spin up / spin down), eV: 8.25 / 6.48

Want to see where the charge sits? The Mulliken charges in e are:
1 C -0.602
2 O -0.429
3 P 0.159
4 S -0.149
5 H 0.239
6 H 0.244
7 H 0.214
8 H 0.320
9 H 0.004

***

# CH5OPS

CH5OPS as an isolated structure (ωB97M-V/def2-TZVPD, the OMol25 dataset).

Structure (ORCA input):
```
! RIJCOSX wB97M-V def2-TZVPD def2/J DEFGRID3
* xyz 0 1
C 0.43547 -0.78274 0.96803
O -1.32636 0.14328 -1.02424
P 0.14838 0.50607 -0.38908
S 0.18879 2.33928 0.09367
H -0.42206 -1.43188 1.31099
H 1.07566 -1.39197 0.45580
H 0.72400 -0.26463 1.86739
H -1.70758 0.95881 -1.37475
H 0.88371 -0.07622 -1.90779
*
```

Relative energy (zero: lowest compared OMol25 entry of this formula, charge and spin), kJ/mol: 96.75
HOMO, eV: -9.273
DFT total energy, eV: -23289.2350
LUMO level, Ha: 0.008
Maximum force, eV/A: 3.492
Kohn-Sham gap, eV: 9.50

Want to see where the charge sits? The Mulliken charges in e are:
1 C -0.839
2 O -0.479
3 P 0.403
4 S -0.390
5 H 0.306
6 H 0.295
7 H 0.316
8 H 0.297
9 H 0.091

***

# CH5OS

A 2-piece molecular cluster, CH5OS overall (ωB97M-V/def2-TZVPD, the OMol25 dataset).

Structure (ORCA input):
```
! RIJCOSX wB97M-V def2-TZVPD def2/J DEFGRID3
* xyz -1 1
C -0.81802 -1.27196 -0.05210
S -0.94110 0.41595 0.74763
H -1.60572 -1.31894 -0.80358
H -0.95920 -2.07854 0.66413
H 0.13967 -1.38597 -0.55517
H 1.62318 2.56756 0.31073
H 0.83938 1.33092 -0.11692
O 1.72181 1.74097 -0.19473
*
```

Relative energy (zero: lowest compared OMol25 entry of this formula, charge and spin), kJ/mol: 8.32
HOMO, eV: -2.417
DFT total energy, eV: -14001.7194
LUMO level, Ha: 0.160
Maximum force, eV/A: 1.323
Kohn-Sham gap, eV: 6.76

Want to see where the charge sits? The Mulliken charges in e are:
1 C -0.703
2 S -0.748
3 H 0.179
4 H 0.186
5 H 0.203
6 H 0.287
7 H 0.221
8 O -0.625

***

# CH5OS

A 2-piece molecular cluster, CH5OS overall (ωB97M-V/def2-TZVPD, the OMol25 dataset).

Structure (ORCA input):
```
! RIJCOSX wB97M-V def2-TZVPD def2/J DEFGRID3
* xyz -1 1
S 1.59336 -0.62763 -0.29515
H 1.76638 -0.46513 1.03783
C -1.95339 0.11525 0.15750
O -1.02495 1.14958 0.30539
H -2.34770 -0.07454 -0.85134
H -1.60966 -0.83210 0.57623
H -2.84985 0.41348 0.72747
H -0.15726 0.81316 -0.06215
*
```

Relative energy (zero: lowest compared OMol25 entry of this formula, charge and spin), kJ/mol: 13.85
HOMO, eV: -2.864
DFT total energy, eV: -14001.6621
LUMO level, Ha: 0.158
Maximum force, eV/A: 1.237
Kohn-Sham gap, eV: 7.17

Want to see where the charge sits? The Mulliken charges in e are:
1 S -0.877
2 H -0.013
3 C -0.509
4 O -0.440
5 H 0.225
6 H 0.229
7 H 0.211
8 H 0.173

***

# CH5OS2

A 2-piece molecular cluster, CH5OS2 overall (ωB97M-V/def2-TZVPD, the OMol25 dataset).

Structure (ORCA input):
```
! RIJCOSX wB97M-V def2-TZVPD def2/J DEFGRID3
* xyz -1 1
O 0.07917 -0.20716 -2.13652
H 0.85543 -0.53466 -1.65514
C -0.19328 -1.55334 0.21862
S -1.09572 -0.65882 -1.08771
S 1.05100 1.61424 2.03707
H 0.82076 -1.96690 0.19883
H -0.84363 -2.41581 0.43202
H -0.29580 -1.03487 1.17017
H 0.34984 0.89113 1.13338
*
```

Relative energy (zero: lowest compared OMol25 entry of this formula, charge and spin), kJ/mol: 162.34
HOMO, eV: -2.531
DFT total energy, eV: -24835.5034
LUMO level, Ha: 0.122
Maximum force, eV/A: 2.304
Kohn-Sham gap, eV: 5.85

Want to see where the charge sits? The Mulliken charges in e are:
1 O -0.426
2 H 0.345
3 C -0.963
4 S 0.068
5 S -0.818
6 H 0.352
7 H 0.273
8 H 0.306
9 H -0.137

***

# CH5P3

An isolated molecule of CH5P3 (ωB97M-V/def2-TZVPD, the OMol25 dataset).

Structure (ORCA input):
```
! RIJCOSX wB97M-V def2-TZVPD def2/J DEFGRID3
* xyz 0 1
C -0.90143 -1.33732 -1.02487
P -0.95162 0.42895 -0.08171
P 0.67276 0.05169 0.99444
P 0.46491 1.81565 2.23735
H -0.62054 -1.14791 -1.96717
H -0.05540 -1.75557 -0.52490
H -1.79596 -1.95890 -0.89494
H 1.31532 1.27964 3.30100
H 1.62109 2.48608 1.92887
*
```

Relative energy (zero: lowest compared OMol25 entry of this formula, charge and spin), kJ/mol: 103.49
HOMO, eV: -8.930
DFT total energy, eV: -28982.5995
LUMO level, Ha: -0.029
Maximum force, eV/A: 4.335
Kohn-Sham gap, eV: 8.15

Want to see where the charge sits? The Mulliken charges in e are:
1 C -0.955
2 P 0.088
3 P 0.014
4 P -0.190
5 H 0.344
6 H 0.261
7 H 0.300
8 H 0.073
9 H 0.064

***

# CH5PS

An isolated molecule of CH5PS (ωB97M-V/def2-TZVPD, the OMol25 dataset).

Structure (ORCA input):
```
! RIJCOSX wB97M-V def2-TZVPD def2/J DEFGRID3
* xyz 0 1
C -0.92812 -0.45124 -0.14795
P 0.86254 0.27095 -0.01168
S 2.83386 -0.08046 -0.16341
H -0.86683 -1.37260 -0.72705
H -1.54967 0.30613 -0.64555
H -1.40089 -0.69862 0.85575
H 0.59663 0.41464 1.26062
H 0.45246 1.61119 -0.42074
*
```

Relative energy (zero: lowest compared OMol25 entry of this formula, charge and spin), kJ/mol: 88.71
HOMO, eV: -8.822
DFT total energy, eV: -21240.9015
LUMO level, Ha: 0.004
Maximum force, eV/A: 2.822
SMILES: C[PH2]=S
Kohn-Sham gap, eV: 8.92

Want to see where the charge sits? The Mulliken charges in e are:
1 C -0.881
2 P 0.225
3 S -0.382
4 H 0.283
5 H 0.309
6 H 0.316
7 H 0.045
8 H 0.086

***

# CH6BN

CH6BN as an isolated structure (ωB97M-V/def2-TZVPD, the OMol25 dataset).

Structure (ORCA input):
```
! RIJCOSX wB97M-V def2-TZVPD def2/J DEFGRID3
* xyz 0 1
B -1.44893 -0.20291 0.02262
C 1.03667 -0.18246 -0.00876
N -0.26059 0.41500 -0.03176
H -2.45152 0.36352 -0.08650
H -1.83769 -1.23297 0.22530
H 1.74237 0.27251 -0.71970
H 1.60619 0.09096 1.01164
H 0.94310 -1.21928 -0.40366
H -0.43204 1.76930 -0.02071
*
```

Relative energy (zero: lowest compared OMol25 entry of this formula, charge and spin), kJ/mol: 309.16
HOMO, eV: -9.947
DFT total energy, eV: -3298.7452
LUMO level, Ha: 0.022
Maximum force, eV/A: 5.835
Kohn-Sham gap, eV: 10.54

Want to see where the charge sits? The Mulliken charges in e are:
1 B -0.061
2 C -0.654
3 N -0.208
4 H -0.088
5 H -0.072
6 H 0.268
7 H 0.216
8 H 0.287
9 H 0.312

***

# CH6BrN2

A 2-piece molecular cluster, CH6BrN2 overall (ωB97M-V/def2-TZVPD, the OMol25 dataset).

Structure (ORCA input):
```
! RIJCOSX wB97M-V def2-TZVPD def2/J DEFGRID3
* xyz 1 1
C 0.77211 0.16169 -0.75732
N 0.52011 -0.61861 0.23882
N 1.96048 0.77765 -0.99978
Br -3.67796 -0.39177 1.59929
H -0.00323 0.16131 -1.57814
H -0.40707 -1.01698 0.44946
H 1.09844 -0.54411 0.99057
H 2.59326 1.06056 -0.20821
H -4.89980 -0.88829 2.09227
H 2.04367 1.29854 -1.82696
*
```

Relative energy (zero: lowest compared OMol25 entry of this formula, charge and spin), kJ/mol: 11.70
HOMO, eV: -13.946
DFT total energy, eV: -74150.3415
LUMO level, Ha: -0.159
Maximum force, eV/A: 3.575
Kohn-Sham gap, eV: 9.63

Want to see where the charge sits? The Mulliken charges in e are:
1 C 0.250
2 N -0.249
3 N -0.340
4 Br -0.227
5 H 0.302
6 H 0.249
7 H 0.234
8 H 0.281
9 H 0.235
10 H 0.265

***

# CH6ClIN2OP

CH6ClIN2OP as an isolated structure (ωB97M-V/def2-TZVPD, the OMol25 dataset).

Structure (ORCA input):
```
! RIJCOSX wB97M-V def2-TZVPD def2/J DEFGRID3
* xyz 1 1
C 0.39800 1.21042 0.82631
N -0.81354 0.01881 -1.52539
N -0.62378 -1.56426 0.57833
O 1.46137 -0.87210 -0.77456
P 0.03753 -0.33198 -0.14619
Cl 1.35442 2.41381 -0.00840
I -1.58652 1.91894 1.47057
H 0.95253 1.06222 2.11226
H -1.75324 -0.09472 -1.61964
H -0.15883 0.12059 -2.33420
H -0.07872 -2.35561 1.01026
H -1.38240 -1.27414 1.30770
H 2.19318 -0.25199 -0.89705
*
```

Relative energy (zero: lowest compared OMol25 entry of this formula, charge and spin), kJ/mol: 116.57
HOMO, eV: -13.899
DFT total energy, eV: -36067.3423
LUMO level, Ha: -0.156
Maximum force, eV/A: 5.202
Kohn-Sham gap, eV: 9.66

Want to see where the charge sits? The Mulliken charges in e are:
1 C -0.410
2 N -0.312
3 N -0.475
4 O -0.508
5 P 0.601
6 Cl -0.049
7 I 0.201
8 H 0.430
9 H 0.237
10 H 0.274
11 H 0.334
12 H 0.317
13 H 0.361